Entry from the Open Molecules 2025 dataset: a cluster of 12 separate species, C34H70F6NO32S10 in total (wB97M-V/def2-TZVPD).

Geometry as XYZ:
```
153
Properties=species:S:1:pos:R:3:forces:R:3:mulliken_charge:R:1
C 2.65510 0.33550 -1.38526 0.0 -1.4 -0.8 -0.03
F 3.53102 -0.12024 -0.53067 0.8 -0.1 0.9 0.00
F 3.35314 0.74900 -2.47089 -0.9 0.1 0.6 -0.28
F 1.90164 -0.74087 -1.73235 0.3 0.8 -0.3 -0.18
S 1.62278 1.63629 -0.58415 2.2 2.9 0.9 1.32
O 2.48095 2.40202 0.30939 -0.7 -1.9 -0.2 -0.81
O 1.20420 2.48689 -1.68732 -0.9 -1.6 0.5 -0.62
N 0.56271 0.62998 0.31494 3.6 2.3 -1.5 0.07
S -0.72119 0.83619 -0.47518 -5.7 -1.2 -1.7 0.03
O -1.40725 2.08241 -0.27238 0.4 0.3 0.0 -0.52
O -0.66582 0.32360 -1.84461 -0.1 0.1 1.1 0.30
C -1.84498 -0.35651 0.48743 3.5 1.1 1.1 -0.90
F -2.95110 -0.54177 -0.09965 -2.4 -0.4 -1.4 -0.07
F -1.17659 -1.51421 0.59103 0.0 -0.7 0.1 -0.18
F -2.05429 0.09841 1.72795 0.0 0.0 -0.3 0.67
C 2.45146 0.54522 -5.66372 0.0 -0.7 -0.6 -0.81
C 1.06831 0.24707 -5.09688 -0.4 -0.8 1.9 0.56
C 0.33741 -0.72205 -5.96456 0.7 0.0 -1.8 -0.69
S 1.57662 -1.93488 -6.52261 -2.1 1.2 3.3 0.93
O 1.22993 -2.20574 -7.88307 0.9 -0.9 -0.8 -0.70
O 1.53853 -2.93009 -5.42629 0.8 0.4 -1.8 -0.48
C 3.03472 -0.84702 -6.24807 -0.4 1.3 0.2 -0.74
H 3.11500 0.96839 -4.90957 0.0 -0.3 0.0 0.25
H 2.39635 1.30379 -6.44451 0.0 -0.3 -0.4 0.40
H 0.34396 1.02491 -4.85527 0.7 0.7 -0.1 0.59
H 1.25163 -0.23242 -4.13533 -0.1 -0.1 0.2 -0.62
H 0.06620 -0.18629 -6.87424 -0.1 -0.1 -0.3 0.41
H -0.56666 -1.22863 -5.62671 0.3 -0.1 0.5 0.05
H 3.57827 -0.61035 -7.16275 -0.2 -0.5 -0.1 0.41
H 3.69913 -1.36377 -5.55552 -0.2 0.0 0.1 0.39
C 1.79826 -5.35128 -2.35686 -0.6 -0.3 1.6 -0.74
C 2.13671 -3.96855 -1.83379 1.0 0.3 -1.2 0.42
C 3.75683 -3.91132 -1.70389 -1.5 -0.3 0.4 -0.80
S 4.43619 -5.18790 -2.90978 -2.7 -0.7 0.7 1.10
O 4.92113 -6.31029 -2.06743 0.1 1.9 -1.6 -0.64
O 5.08567 -4.63361 -4.09799 0.4 -0.5 1.6 -0.65
C 2.70272 -5.63109 -3.49067 2.2 0.2 -0.6 -0.73
H 0.72671 -5.41785 -2.54512 0.1 0.1 -0.6 0.27
H 1.90249 -5.97895 -1.47183 0.5 -0.8 -0.3 0.42
H 1.51698 -3.79779 -0.95352 0.8 0.3 0.5 0.27
H 1.74704 -3.27753 -2.58129 0.5 0.4 -0.1 -0.29
H 3.99961 -4.31672 -0.72164 0.2 -0.1 -0.1 0.35
H 4.19672 -2.91643 -1.77314 -0.1 -0.1 -0.4 0.44
H 2.81907 -6.61406 -3.94711 -0.4 -0.1 0.3 0.61
H 2.60905 -4.87973 -4.27476 -0.4 -0.1 -0.2 0.07
C 0.20165 6.52323 -1.20231 0.0 -1.6 -0.5 -0.79
C 0.71372 7.27812 -0.03052 0.3 0.7 0.1 -0.53
C -0.57470 7.76413 0.58912 -0.7 -0.5 1.8 -0.91
S -1.52999 6.22555 0.80530 -0.7 -1.0 -1.2 0.99
O -2.96631 6.43906 0.50818 2.1 -0.1 1.0 -0.74
O -1.03494 5.55956 2.00929 -0.9 0.8 -0.8 -0.39
C -0.76184 5.37829 -0.66342 0.0 1.9 -0.3 0.54
H 1.02073 6.10763 -1.78923 -0.2 -0.1 -0.2 0.39
H -0.32603 7.27081 -1.79459 -0.4 -0.5 -0.4 0.34
H 1.33086 8.13066 -0.31411 0.1 0.0 -0.1 0.38
H 1.34501 6.60306 0.54730 -0.3 0.2 0.7 0.26
H -1.21943 8.38723 -0.03068 0.4 0.1 -0.3 0.36
H -0.49791 8.20341 1.58372 0.0 0.0 0.0 0.43
H -1.51778 5.20200 -1.42865 -0.2 -0.2 0.4 0.04
H -0.31800 4.44187 -0.32545 0.2 0.3 -0.1 -0.33
C 6.31927 0.54272 0.45369 -1.3 -0.1 0.6 -0.40
C 7.50879 1.18034 1.17516 -0.2 -0.7 0.6 -0.85
C 7.52144 0.62964 2.64470 -1.2 0.0 -0.1 -0.76
S 6.42585 -0.89902 2.73140 0.6 2.1 -1.1 1.11
O 5.21136 -0.54234 3.44944 1.3 -0.8 -0.3 -0.48
O 7.32562 -1.98665 3.06515 -0.9 -0.2 0.2 -0.72
C 6.06696 -0.90817 0.92156 1.5 0.0 0.4 0.01
H 6.48738 0.69379 -0.61262 -0.4 -0.5 -0.1 0.52
H 5.42332 1.09099 0.74485 -0.1 0.2 -0.2 0.11
H 7.30537 2.24926 1.11086 0.3 0.1 0.5 0.36
H 8.38589 0.99352 0.55556 0.4 -0.2 0.6 0.32
H 6.93358 1.27683 3.29560 0.2 0.3 -0.1 0.33
H 8.43688 0.37936 3.18083 0.2 0.0 -0.6 0.42
H 5.10551 -1.39989 0.77348 0.0 0.5 -0.2 -0.27
H 6.88932 -1.52015 0.55103 -0.2 -0.4 -0.1 0.38
C -1.79576 -4.37812 -1.96829 -0.3 -0.7 -1.2 -1.13
C -2.99508 -3.60722 -1.37233 0.5 -0.2 0.2 0.35
C -3.96820 -3.16935 -2.46755 0.2 0.6 -0.5 -0.82
S -2.92152 -3.08498 -3.96574 1.0 0.3 -0.6 1.09
O -2.72790 -1.71597 -4.45338 -0.7 -1.1 0.3 -0.63
O -3.35195 -4.13554 -4.86748 -0.1 0.5 0.2 -0.75
C -1.32963 -3.59347 -3.22417 -1.1 0.4 1.3 -0.26
H -2.09107 -5.36293 -2.33029 -0.2 -0.2 0.1 0.38
H -0.99796 -4.55227 -1.24630 -0.1 0.3 0.1 0.47
H -2.46874 -2.78633 -0.88529 -0.8 0.4 0.1 -0.56
H -3.56377 -4.17992 -0.63973 0.4 0.0 0.2 0.42
H -4.49996 -2.23045 -2.31328 0.7 0.5 0.1 0.45
H -4.81800 -3.81542 -2.68788 0.5 -0.7 0.0 0.42
H -0.88283 -2.65214 -2.90420 0.3 0.1 -0.2 -0.31
H -0.71562 -4.13540 -3.94346 -0.2 0.1 0.0 0.75
C -3.60212 1.74169 3.66496 1.9 -0.8 -2.5 0.36
C -4.68769 2.67070 3.20602 0.1 -2.0 2.1 -0.33
O -4.20658 3.84090 3.77011 0.3 4.1 1.5 -0.38
S -3.57037 3.69307 5.28534 0.4 -0.6 0.6 1.16
O -4.59499 3.48816 6.32817 1.8 0.9 -2.3 -0.64
O -2.46128 4.65432 5.56403 -3.6 -2.8 -1.3 -0.51
O -3.04060 2.19903 4.87965 -0.3 0.9 2.0 -0.24
H -2.76572 1.87410 2.97867 0.0 -0.4 -0.3 -0.39
H -3.90642 0.69573 3.62679 0.2 0.1 0.8 -0.01
H -5.53649 2.30665 3.78491 -0.9 0.5 -0.6 0.40
H -4.81269 2.68930 2.12337 0.0 0.4 0.3 0.35
C -6.83584 -3.33541 2.78762 1.2 -1.7 0.5 -0.33
C -6.57412 -3.51312 1.33952 -1.0 -3.5 -1.7 -0.41
O -5.70146 -2.56068 0.84794 1.2 1.7 -1.0 -0.15
S -5.10387 -1.65363 1.99695 2.2 0.5 1.8 1.24
O -5.14174 -0.23271 1.71122 -0.7 -2.5 0.3 -0.58
O -3.80109 -2.17399 2.50133 -3.8 0.7 -1.3 -0.57
O -6.36992 -2.07463 2.94839 1.2 4.3 2.0 -0.41
H -6.16769 -4.02862 3.29863 -0.1 -0.1 0.5 0.24
H -7.83160 -3.51911 3.19114 -0.1 0.6 -0.4 0.31
H -7.48484 -3.54881 0.74167 0.2 0.2 -0.2 0.29
H -6.01636 -4.44574 1.25450 -0.5 -0.4 -0.5 0.28
C -3.02159 1.29021 -3.27641 1.0 -0.5 -0.4 0.31
C -3.89092 1.79089 -4.42176 0.1 1.9 0.6 -0.29
O -4.91353 2.55299 -3.74286 -1.5 1.4 1.4 -0.46
S -4.53145 2.94015 -2.17198 1.0 -1.6 1.3 0.99
O -5.66270 2.94320 -1.21743 2.4 -0.2 -3.1 -0.58
O -3.54909 4.02792 -2.08508 -2.1 -2.2 -0.8 -0.48
O -3.76440 1.42330 -2.04994 -0.5 1.7 -0.3 0.17
H -2.10345 1.87646 -3.23864 -0.2 0.3 0.3 -0.03
H -2.65700 0.28394 -3.48280 -0.6 -0.2 0.7 -0.17
H -4.34756 1.11559 -5.14533 -0.2 -0.3 0.6 0.21
H -3.36084 2.57803 -4.95798 0.3 -0.4 -0.4 0.35
C -1.24686 -0.23264 6.21889 -1.7 -2.2 -0.7 -0.42
C -1.08442 -0.90352 4.82285 0.0 1.9 0.5 0.57
O 0.14285 -1.62862 4.78930 -0.8 -0.1 0.1 -0.49
O -0.18747 0.57234 6.45854 2.2 1.3 0.6 -0.48
H -1.31477 -1.06035 6.92486 0.0 -0.2 0.6 0.26
H -2.10706 0.42236 6.35725 -0.9 -0.7 -0.7 0.17
H -1.04201 -0.01432 4.19387 0.4 -0.1 -0.7 -0.42
H -1.92363 -1.49471 4.45635 -0.2 -0.2 0.5 0.26
H -0.04799 -2.41921 4.27926 0.4 0.0 0.0 0.27
H -0.48956 1.20969 7.10978 0.5 0.2 -0.1 0.31
C 0.39230 2.93944 2.91951 0.3 1.2 0.3 -0.19
C 0.17716 3.54812 4.35740 -1.3 -0.9 -2.9 -0.09
O 1.19244 3.12649 5.18782 1.1 -0.1 0.8 -0.52
O 0.58204 1.58438 3.01185 0.4 -1.7 1.1 0.49
H 1.26852 3.41830 2.48244 0.3 0.2 -0.2 0.23
H -0.42032 2.99751 2.19537 -0.6 1.4 0.4 0.04
H -0.78177 3.10317 4.62306 -0.1 0.4 0.6 -0.33
H 0.15257 4.63458 4.27317 -0.4 0.0 0.0 0.55
H 1.20293 3.73180 5.93286 0.1 -0.1 0.1 0.34
H 0.66329 1.23814 2.12016 -0.1 0.2 0.3 0.13
C 3.02993 -2.81101 2.72269 -0.3 0.5 -1.8 -0.58
C 2.02986 -1.89028 1.89487 -0.2 -0.4 1.5 0.75
O 2.14698 -0.51594 2.15847 1.3 -0.5 0.3 -0.40
O 2.93159 -2.70305 4.09512 -0.6 0.5 1.1 -0.44
H 4.05699 -2.60001 2.42483 0.1 0.2 -0.2 -0.16
H 2.82565 -3.84195 2.43367 -0.2 -0.2 -0.4 0.48
H 1.01681 -2.16409 2.18958 -0.3 -0.5 0.1 -0.03
H 2.07063 -2.06900 0.82039 0.6 -0.5 -0.3 -0.25
H 1.61759 -0.06027 1.49989 0.1 -0.3 0.2 0.12
H 3.11222 -3.54465 4.52019 0.0 0.1 -0.2 0.30
```
Positions in Å, forces in eV/Å.

Values from the calculation:
Total charge   -1

***

Entry from the Open Molecules 2025 dataset: the molecule C6H11N (wB97M-V/def2-TZVPD).

Geometry as XYZ:
```
18
Properties=species:S:1:pos:R:3:forces:R:3:nbo_charge:R:1
C 0.21053 2.08037 1.12778 -1.9 -0.7 0.1 -0.63
C -0.17441 1.27580 -0.13600 -1.1 -1.7 -1.8 -0.43
N 1.09099 -1.77200 1.36744 4.5 -1.8 0.3 -0.77
C 1.33391 -0.76976 0.46877 -1.2 2.7 -0.4 0.02
C 0.22301 -0.30091 -0.21216 -0.9 1.2 0.8 -0.12
C -0.63188 -1.23094 -0.97894 -1.7 0.8 -0.6 -0.23
C -1.54553 -0.81385 -1.95358 -0.6 0.6 -0.1 -0.48
H 0.65049 3.01567 0.82855 1.3 0.0 0.4 0.22
H -0.72867 2.47324 1.65122 1.0 -0.9 -0.6 0.21
H 0.67138 1.33783 1.80178 0.5 1.2 0.0 0.22
H -1.32747 1.37646 -0.16383 1.9 -0.8 -0.6 0.22
H 0.22506 1.59252 -1.12690 -0.4 0.9 0.8 0.22
H 1.96080 -2.41034 1.58496 -2.5 1.2 -0.7 0.37
H 0.27849 -2.20692 1.01122 -1.1 -1.3 0.4 0.38
H 2.26011 -0.13556 0.44587 -0.9 -0.8 0.9 0.20
H -0.54118 -2.33681 -0.78062 0.8 1.1 -1.0 0.20
H -1.70608 -1.29427 -2.95525 -0.1 -0.7 1.6 0.20
H -2.24956 0.11945 -1.98029 2.3 -1.1 0.5 0.20
```
Positions in Å, forces in eV/Å.

Values from the calculation:
ΔE to the lowest compared entry with this formula, charge and spin   419.00 kJ/mol
SMILES string   C=C/C(=C\N)CC

***

| no. | orbital gap (Ha) |
| --- | --- |
| 1 | 0.2773 |
| 2 | 0.2785 |